(1)
{
  "formula": "C8H17IrN10O2Si",
  "method": "ωB97M-V with the def2-TZVPD basis set",
  "relative_energy_kj_mol": 6.1,
  "charge": 0,
  "spin_multiplicity": 1,
  "e_homo_ev": [-8.8, -8.9],
  "species": ["Ir", "N", "C", "N", "N", "N", "N", "C", "N", "N", "N", "N", "H", "C", "N", "C", "C", "O", "H", "H", "H", "H", "H", "H", "H", "C", "Si", "C", "C", "O", "H", "H", "H", "H", "H", "H", "H", "H", "H"],
  "positions_angstrom": [[-0.977, 0.269, 1.315], [-2.419, -2.450, 2.714], [-1.206, -2.050, 3.209], [-0.554, -2.646, 4.178], [0.562, -1.899, 4.338], [0.586, -0.911, 3.527], [-0.548, -0.965, 2.776], [-3.122, -1.768, 1.782], [-4.301, -2.116, 1.329], [-4.597, -1.177, 0.394], [-3.680, -0.309, 0.278], [-2.682, -0.633, 1.174], [-2.854, -3.260, 3.127], [-0.798, -0.478, -2.015], [-0.987, 0.942, -2.311], [-0.933, 1.398, -3.702], [-1.321, 1.824, -1.385], [-1.493, 1.648, -0.170], [-0.376, -0.957, -2.894], [-1.748, -0.945, -1.763], [-0.105, -0.602, -1.185], [-0.431, 0.643, -4.299], [-0.366, 2.324, -3.778], [-1.934, 1.550, -4.107], [-1.474, 2.837, -1.769], [2.676, -1.005, -0.569], [2.285, 0.679, 0.135], [3.470, 1.146, 1.485], [2.275, 1.955, -1.233], [0.772, 0.630, 0.801], [3.692, -1.017, -0.972], [1.998, -1.285, -1.378], [2.616, -1.770, 0.207], [4.493, 1.218, 1.109], [3.444, 0.405, 2.285], [3.200, 2.110, 1.920], [3.287, 2.124, -1.611], [1.891, 2.910, -0.870], [1.657, 1.632, -2.074]]
}

(2)
{
  "formula": "C8H17N",
  "method": "ωB97M-V with the def2-TZVPD basis set",
  "relative_energy_kj_mol": 72.8,
  "charge": 0,
  "smiles": "C=CC[C@H](N)C(C)(C)C",
  "spin_multiplicity": 1,
  "e_homo_ev": -8.9,
  "species": ["C", "C", "C", "C", "N", "C", "C", "C", "C", "H", "H", "H", "H", "H", "H", "H", "H", "H", "H", "H", "H", "H", "H", "H", "H", "H"],
  "positions_angstrom": [[-3.224, -1.148, 1.504], [-2.667, -0.721, 0.369], [-1.356, 0.254, 0.244], [-0.101, -0.581, 0.200], [0.291, -1.026, 1.511], [1.077, 0.436, -0.531], [2.483, -0.001, -0.080], [0.978, 0.183, -2.046], [0.960, 1.946, -0.275], [-4.153, -1.714, 1.516], [-2.745, -0.995, 2.469], [-3.186, -0.904, -0.572], [-1.374, 0.929, 1.105], [-1.547, 0.812, -0.673], [-0.229, -1.462, -0.438], [-0.472, -1.310, 2.119], [0.993, -1.758, 1.469], [2.628, -1.081, -0.192], [3.272, 0.484, -0.669], [2.673, 0.272, 0.965], [1.761, 0.719, -2.599], [0.014, 0.501, -2.453], [1.107, -0.881, -2.276], [0.950, 2.171, 0.796], [0.067, 2.378, -0.738], [1.797, 2.496, -0.725]]
}

(3)
{
  "formula": "C8H17N2",
  "method": "ωB97M-V with the def2-TZVPD basis set",
  "relative_energy_kj_mol": 568.6,
  "charge": 1,
  "spin_multiplicity": 1,
  "e_homo_ev": -13.4,
  "species": ["C", "C", "C", "C", "C", "C", "C", "C", "N", "N", "H", "H", "H", "H", "H", "H", "H", "H", "H", "H", "H", "H", "H", "H", "H", "H", "H"],
  "positions_angstrom": [[3.952, -1.110, 0.169], [2.964, -0.413, 0.245], [-1.668, 1.120, -0.404], [-1.947, -0.466, -0.624], [-0.033, 0.191, 0.917], [-0.952, 0.257, 2.039], [0.676, 1.800, -0.895], [0.113, -1.674, -0.923], [-0.312, 1.164, -0.047], [-0.856, -1.199, -0.036], [2.126, 0.114, -0.031], [4.797, -1.445, 0.706], [0.971, -0.005, 1.348], [-1.691, 1.558, -1.366], [-2.332, 1.544, 0.303], [-2.957, -0.642, -0.255], [-2.019, -0.494, -1.733], [-0.643, -0.620, 2.711], [-2.064, 0.085, 1.711], [-0.882, 1.106, 2.609], [1.744, 1.666, -0.740], [0.506, 1.780, -1.983], [0.462, 2.855, -0.757], [0.942, -2.016, -0.369], [-0.219, -2.415, -1.720], [0.559, -0.938, -1.511], [-1.235, -1.801, 0.636]]
}

(4)
{
  "formula": "C8H17N2O2P",
  "method": "ωB97M-V with the def2-TZVPD basis set",
  "relative_energy_kj_mol": 0.0,
  "charge": 0,
  "spin_multiplicity": 1,
  "e_homo_ev": [-8.7, -8.7],
  "species": ["C", "C", "C", "C", "C", "C", "C", "C", "N", "N", "O", "O", "P", "H", "H", "H", "H", "H", "H", "H", "H", "H", "H", "H", "H", "H", "H", "H", "H", "H"],
  "positions_angstrom": [[-1.966, -2.602, -0.104], [-1.578, -1.908, 1.162], [-1.866, 1.747, 1.335], [-1.715, 2.658, 0.152], [1.872, 1.116, -1.439], [2.730, 0.174, 0.832], [1.790, -1.355, -0.807], [1.650, 0.097, -0.285], [-2.181, -1.198, 0.023], [-2.281, 1.382, 0.017], [-1.468, 0.073, -2.243], [0.527, 0.372, 0.456], [-1.545, 0.094, -0.788], [-1.211, -2.990, -0.857], [-2.860, -3.208, -0.012], [-2.351, -2.135, 1.864], [-0.522, -1.915, 1.251], [-0.940, 1.423, 1.819], [-2.858, 1.948, 1.946], [-2.466, 3.419, 0.173], [-0.771, 3.097, -0.161], [2.366, 2.095, -1.125], [2.445, 0.479, -2.114], [0.920, 1.616, -1.707], [3.691, 0.323, 0.492], [2.725, -0.652, 1.449], [2.431, 1.009, 1.475], [0.965, -1.642, -1.418], [2.646, -1.339, -1.358], [1.821, -2.181, -0.029]]
}

no.,E_tot (eV)
1,-38283.468
2,-10060.765
3,-11540.302
4,-24931.565